C6H9NO in the gas phase in a non-equilibrium geometry, computed with the ωB97M-V functional and the def2-TZVPD basis.

Multiplicity ... 1
Energy relative to the best compared isomer or geometry (same formula, charge and spin) ... 119.4 kcal/mol
E_LUMO (alpha / beta) ... -1.401 / -1.401 eV
HOMO-LUMO gap (alpha / beta) ... 6.58 / 6.58 eV
Largest force on an atom ... 2.469 eV/A

Geometry (Å):
H 1.36 1.72 1.66
H -1.37 0.80 1.76
C -1.07 0.68 0.72
H 1.28 -2.55 -0.98
C 1.10 -1.48 -1.10
H 2.37 0.17 1.43
N 0.24 -1.01 -0.03
H 0.61 -1.31 -2.06
C -1.14 1.78 -0.11
H -1.15 1.62 -1.18
H -1.22 2.79 0.28
C 1.46 0.73 1.24
H -1.88 -1.48 0.51
H 2.05 -0.94 -1.11
O -1.73 -0.80 -1.42
C 0.43 0.14 0.62
C -1.36 -0.85 -0.23

Results of the Mulliken charge analysis, in e, for atoms 1 through 6:
1 H 0.278
2 H 0.366
3 C -0.234
4 H 0.240
5 C -0.874
6 H 0.309

A molecular structure, C11H15ClCrNO3ReS in a non-equilibrium geometry, computed with the ωB97M-V functional and the def2-TZVPD basis.

Multiplicity ... 7
Energy relative to the best compared isomer or geometry (same formula, charge and spin) ... 0.0 kcal/mol
E_LUMO (alpha / beta) ... -0.878 / -1.422 eV
HOMO-LUMO gap (alpha / beta) ... 6.47 / 7.19 eV
Largest force on an atom ... 4.848 eV/A
Expectation value of S² ... 12.131

Geometry (Å):
H 1.00 1.90 4.41
H 0.94 -3.03 3.53
S 0.88 1.23 1.45
H -3.17 -0.12 -1.04
C -1.35 1.45 -2.02
C 1.11 -1.48 5.09
C 0.87 0.31 2.98
O 0.29 -2.36 0.77
N 1.05 -0.21 0.58
H -1.09 0.27 -5.76
C -1.16 -0.45 -4.92
C 0.99 -1.97 3.79
C 1.00 0.82 4.27
C 0.96 -1.06 2.74
C 1.43 1.46 -3.92
H -1.00 2.50 -2.05
C -2.39 -0.62 -0.45
Cr -0.14 0.28 -3.26
H -2.22 -0.62 -4.68
H 1.61 2.35 -3.29
H -2.42 1.42 -2.30
O -0.46 1.62 0.91
C 0.77 -1.37 1.32
H -2.50 -1.71 -0.52
C 1.14 -0.10 5.33
O 2.00 2.12 1.35
H 1.19 1.79 -4.95
H -0.71 -1.41 -5.24
H 1.18 -2.18 5.93
H -2.56 -0.35 0.62
H 2.36 0.86 -3.95
Cl -0.36 -1.71 -2.24
Re -0.50 0.09 -0.81
H 1.26 0.28 6.34

Results of the Mulliken charge analysis, in e, for atoms 1 through 6:
1 H 0.431
2 H 0.475
3 S 1.237
4 H 0.345
5 C -0.617
6 C -0.492

2 unconnected molecules or ions with the total composition C14H16 in a non-equilibrium geometry, computed with the ωB97M-V functional and the def2-TZVPD basis.

Multiplicity ... 1
SMILES ... Cc1ccccc1.Cc1ccccc1
Energy relative to the best compared isomer or geometry (same formula, charge and spin) ... 49.7 kcal/mol
E_LUMO ... 0.953 eV
HOMO-LUMO gap ... 9.82 eV
Largest force on an atom ... 6.290 eV/A

Geometry (Å):
H 1.06 -4.31 0.44
H -2.79 1.74 -3.32
H -0.97 -0.52 -0.43
C 0.92 -2.69 2.04
H -1.26 1.53 -4.29
C -1.71 1.41 -3.30
C 1.71 -3.62 2.99
H 0.95 0.97 -2.45
H 2.34 2.17 -0.85
C -1.60 3.06 -1.31
H 1.29 3.72 0.57
C -0.77 3.58 -0.29
H -0.31 -2.86 -1.08
C -0.93 2.06 -2.15
H 0.47 -1.21 3.63
C 0.44 -1.53 2.52
C 0.62 3.31 -0.20
C 1.26 2.44 -1.03
H 1.22 -3.56 3.95
H -1.12 4.30 0.50
C -0.16 -2.53 -0.04
C -0.34 -0.73 1.58
H -1.82 0.38 -2.87
H 2.69 -3.15 3.11
C -0.58 -1.28 0.32
H 1.68 -4.59 2.58
H -0.69 0.22 1.87
C 0.42 1.79 -1.91
C 0.59 -3.38 0.84
H -2.59 3.28 -1.42

Results of the Mulliken charge analysis, in e, for atoms 1 through 6:
1 H 0.258
2 H 0.302
3 H 0.211
4 C 1.137
5 H 0.305
6 C -1.083

A molecular structure, C18H26I2N4O6PdSi2, computed with the ωB97M-V functional and the def2-TZVPD basis.

Multiplicity ... 5
Energy relative to the best compared isomer or geometry (same formula, charge and spin) ... 40.8 kcal/mol
E_LUMO (alpha / beta) ... -0.336 / -1.905 eV
HOMO-LUMO gap (alpha / beta) ... 4.95 / 6.80 eV
Largest force on an atom ... 0.370 eV/A
Expectation value of S² ... 6.031

Geometry (Å):
H -3.32 -1.55 2.15
H 2.69 -3.51 -0.02
H 2.87 -2.19 -2.55
H -3.06 0.12 1.67
H -1.26 -3.34 0.19
H 4.28 0.35 0.90
C 0.46 -5.23 -2.36
H -1.60 3.47 -2.16
H 0.25 1.25 2.21
C 0.01 -3.98 -2.01
H -0.71 -4.52 1.44
C 0.31 0.26 1.74
Si -0.98 -0.78 2.47
O 1.53 -7.66 -2.86
Pd -0.19 0.65 -0.42
H 2.95 0.39 3.95
C 2.22 -3.05 -2.46
O 1.32 -0.62 -1.33
C 2.68 -4.29 -2.81
H 1.30 -3.88 1.80
H 0.07 -1.57 4.57
C -0.93 -1.28 4.26
C -1.16 -3.55 1.25
C 3.06 -2.66 0.55
O 1.89 -1.99 1.15
C 0.89 -2.86 -1.98
H 3.68 -4.44 -3.17
H -1.27 -0.44 4.86
C 3.25 0.62 0.67
O 3.50 -6.83 -3.27
H -1.04 -3.83 -1.80
N 2.31 -6.70 -2.96
H 3.14 1.69 0.86
H 3.03 0.45 -0.39
H 2.25 -1.22 4.06
C -1.79 2.71 -2.91
N -1.75 3.46 1.97
C 2.84 -0.56 3.42
H 3.75 -2.93 1.34
H -0.20 -6.08 -2.38
N -0.37 2.81 0.02
H -2.30 3.11 -3.78
O -0.27 -2.52 1.81
H -2.10 -3.47 1.78
C -2.63 -0.88 1.64
C -1.02 3.12 0.94
C 1.82 -5.41 -2.70
C -1.90 2.46 2.80
I 0.09 1.94 -3.51
O -0.68 -1.42 -0.91
H -2.51 -1.18 0.60
I -3.02 1.23 -2.02
H -1.61 -2.13 4.44
C 1.05 -2.83 1.86
H 3.84 -0.99 3.32
N -2.02 1.56 3.53
C 0.49 -1.61 -1.42
H 3.48 -1.92 -0.13
Si 2.04 -0.21 1.78

Results of the Mulliken charge analysis, in e, for atoms 1 through 6:
1 H 0.406
2 H 0.393
3 H 0.493
4 H 0.402
5 H 0.132
6 H 0.347

A molecular structure, C28H12BrCl3F5N2O3Re in a non-equilibrium geometry, computed with the ωB97M-V functional and the def2-TZVPD basis.

Multiplicity ... 2
Energy relative to the best compared isomer or geometry (same formula, charge and spin) ... 32.2 kcal/mol
E_LUMO (alpha / beta) ... -5.392 / -5.001 eV
HOMO-LUMO gap (alpha / beta) ... 5.36 / 5.95 eV
Largest force on an atom ... 4.284 eV/A
Total charge ... +1
Expectation value of S² ... 0.870

Geometry (Å):
H -1.54 2.39 -3.39
C 0.30 -1.91 -2.55
Cl 2.60 -1.95 -6.45
Cl 1.59 0.21 -1.61
Cl -1.10 -4.11 -3.23
C 1.78 -1.97 -4.95
O -0.41 -1.81 -1.49
F 4.80 -2.32 4.00
H -0.21 2.02 4.03
C -0.76 3.02 -0.12
C -0.68 4.42 -0.22
C 3.99 -2.52 2.96
C 2.07 -0.99 -4.00
H -0.98 0.76 5.98
H -2.13 -1.39 5.74
C -1.78 -0.86 4.87
H -0.48 5.01 0.66
H 2.84 -0.26 -4.18
N -1.55 -1.23 1.21
Br -0.68 6.95 -1.54
C 4.19 -3.63 2.13
C -0.72 1.08 3.88
F 1.48 -3.13 -0.25
F 5.20 -4.46 2.35
H -1.28 4.84 -3.53
C -0.84 5.06 -1.43
C 0.81 -2.94 -4.71
H -2.11 -2.78 0.00
C -1.97 -1.44 3.59
C 1.34 -0.99 -2.83
C 0.09 -2.92 -3.53
N -0.57 1.14 1.37
F 3.50 -4.92 0.27
C -2.57 -2.69 3.35
Re -0.23 -0.33 -0.07
H 0.62 -3.72 -5.43
C -1.49 -0.72 2.47
C 2.97 -1.63 2.69
C -1.14 4.33 -2.59
C -1.16 0.35 4.99
H -0.87 3.07 2.02
F 2.79 -0.56 3.47
C 3.33 -3.85 1.05
O 1.14 -0.96 1.38
H -3.08 -4.13 1.85
C -2.11 -2.41 1.01
C -0.89 0.56 2.61
C -1.08 2.26 -1.30
C -1.28 2.97 -2.52
C 2.09 -1.81 1.59
C -2.65 -3.16 2.06
C 2.31 -2.95 0.79
H -2.95 -3.26 4.18
O -1.22 0.98 -1.33
C -0.70 2.41 1.17

Results of the Mulliken charge analysis, in e, for atoms 1 through 6:
1 H 0.481
2 C -0.448
3 Cl -0.181
4 Cl -0.236
5 Cl -0.189
6 C 0.468

A molecular structure, C51H55BaN5O2SSbSe in a non-equilibrium geometry, computed with the ωB97M-V functional and the def2-TZVPD basis.

Multiplicity ... 1
Energy relative to the best compared isomer or geometry (same formula, charge and spin) ... 91.1 kcal/mol
E_LUMO ... 1.958 eV
HOMO-LUMO gap ... 5.54 eV
Largest force on an atom ... 11.045 eV/A
Total charge ... -1

Geometry (Å):
H -3.91 0.38 2.40
H -3.31 -1.69 -8.76
H 2.76 2.96 2.88
C -2.61 4.72 2.10
H 0.49 -2.38 -0.80
H 1.38 0.91 -1.05
N 1.92 0.88 -0.18
H -5.95 -5.58 -0.97
C -0.73 1.98 4.90
H 0.84 -1.19 -6.25
C -4.97 -5.55 -0.53
C 0.89 1.19 6.47
H 2.71 6.72 0.34
H 1.27 1.04 -5.10
O 1.75 -1.27 -4.06
H -7.19 4.49 -0.69
O -0.10 -2.02 -2.64
H 2.47 8.19 2.32
C -3.17 0.38 -0.84
C -2.92 -0.60 -5.71
H 2.39 1.78 -0.11
H -2.54 0.71 3.45
Se -2.70 -2.75 1.59
H 0.30 4.60 5.21
H -4.51 -7.59 -1.04
S 0.46 -0.98 -3.48
C -0.30 5.21 4.53
C 2.10 6.41 1.18
C -4.16 -6.68 -0.57
C 1.88 1.35 5.51
H -3.08 0.06 -8.87
H 2.37 1.34 2.32
C 2.65 1.92 3.20
C -3.92 5.15 2.18
H -4.40 -0.60 -7.89
C 1.18 6.81 3.34
H -1.75 2.26 4.68
Sb -0.23 2.73 1.88
C -5.52 1.54 -0.54
H -1.83 5.45 1.93
N 0.21 -0.76 2.42
C -7.02 3.44 -0.52
H 2.91 1.11 5.76
H 1.37 3.41 -5.88
H 1.98 -3.33 1.06
C 0.25 2.13 3.93
C 1.57 1.80 4.23
C 0.52 5.58 3.33
H -9.03 3.05 0.13
H 1.55 4.55 0.28
H -4.16 6.20 2.10
C -7.82 1.28 0.17
H -2.33 0.64 1.68
H 0.21 -3.17 1.24
H -1.48 -5.44 1.10
H 0.69 5.22 -4.29
H 2.24 -1.16 2.27
H -3.97 -0.45 -5.54
C 0.53 1.58 -3.15
C -2.06 -0.61 -4.63
C -2.90 -6.63 0.02
C -6.57 0.74 -0.07
H -0.04 4.56 -1.99
C -1.08 -0.99 -7.20
C -3.00 0.96 2.49
H 3.41 -0.35 0.62
H -2.45 -0.46 -3.63
C -8.05 2.63 -0.05
C -4.24 0.95 -0.75
C -3.29 2.43 2.40
C -5.77 2.90 -0.77
H 3.67 0.04 -1.08
C 0.97 1.86 -4.46
C -4.52 -4.39 0.08
C 0.26 3.82 -2.73
C 0.66 4.18 -4.00
H -5.40 2.15 2.62
C 1.97 7.23 2.28
C -2.46 -5.47 0.63
H -1.20 1.39 6.91
H -5.96 4.53 2.44
H 1.07 7.46 4.20
H -0.69 -1.15 -8.19
C -2.44 -0.79 -7.01
H -0.62 6.11 5.07
C -3.26 -4.33 0.67
N 0.20 2.57 -2.30
C -3.37 -0.75 -8.19
C -0.22 -1.01 -6.12
H -2.27 -7.51 0.01
C -0.71 -0.82 -4.83
C 2.21 -1.47 -0.81
C 1.31 -1.72 2.34
C 1.03 3.17 -4.88
H -0.67 -1.28 2.42
H -5.14 -3.50 0.10
N 0.42 0.34 -2.64
H 1.95 -1.30 -1.85
H 1.37 -2.38 3.22
H 3.60 1.57 3.57
C 1.44 5.19 1.16
H -4.96 3.53 -1.12
C -4.61 2.87 2.49
C 1.14 -2.61 1.10
C -0.42 1.51 6.17
C 0.65 4.75 2.21
C -4.92 4.22 2.38
C 2.89 -0.19 -0.33
H -1.17 4.64 4.25
H 0.27 -0.27 3.31
C -2.28 3.37 2.22
H -8.62 0.65 0.53
H -6.37 -0.31 0.11
H 2.96 -2.28 -0.82
Ba -0.74 -0.58 -1.00
N 1.01 -1.84 -0.11
H 1.15 0.82 7.46

Results of the Mulliken charge analysis, in e, for atoms 1 through 6:
1 H 0.400
2 H 0.345
3 H 0.289
4 C -0.566
5 H 0.848
6 H -1.077

A gas-phase ion, C4H8NO (charge +1) in a non-equilibrium geometry, computed with the ωB97M-V functional and the def2-TZVPD basis.

Multiplicity ... 1
SMILES ... C[C@@H]1CC[N+]1=O
Energy relative to the best compared isomer or geometry (same formula, charge and spin) ... 95.5 kcal/mol
E_LUMO ... -6.832 eV
HOMO-LUMO gap ... 9.69 eV
Largest force on an atom ... 4.530 eV/A
Total charge ... +1

Geometry (Å):
H -0.75 -2.59 0.32
H -0.45 -1.76 -1.26
H 1.42 -0.52 -0.52
C -0.38 -1.69 -0.20
H -0.33 0.74 1.68
N -1.29 -0.26 -0.09
O -2.31 0.06 -0.57
H -0.43 2.01 -0.85
H 1.50 -1.15 1.13
C 0.79 -0.80 0.34
H 1.27 1.36 -0.80
C 0.37 1.69 -0.15
C -0.10 0.43 0.56
H 0.70 2.48 0.40

Results of the Mulliken charge analysis, in e, for atoms 1 through 6:
1 H 0.290
2 H 0.287
3 H 0.237
4 C -0.369
5 H 0.340
6 N 0.501

C3H2N2O2 in the gas phase, computed with the ωB97M-V functional and the def2-TZVPD basis.

Multiplicity ... 1
SMILES ... O=CC(=O)N1C=N1
Energy relative to the best compared isomer or geometry (same formula, charge and spin) ... 88.4 kcal/mol
E_LUMO ... -0.434 eV
HOMO-LUMO gap ... 9.62 eV
Largest force on an atom ... 0.678 eV/A

Geometry (Å):
O -0.31 -1.66 -0.36
N 0.65 0.22 0.63
C 1.84 0.36 -0.14
H 2.32 1.02 -0.86
O -2.41 0.29 -0.92
H -1.98 0.73 1.00
C -0.40 -0.54 0.04
C -1.71 0.23 0.06
N 1.99 -0.64 0.56

Results of the Mulliken charge analysis, in e, for atoms 1 through 6:
1 O -0.456
2 N -0.276
3 C 0.233
4 H 0.315
5 O -0.397
6 H 0.330

2 unconnected molecules or ions with the total composition C9H13FNO4S in a non-equilibrium geometry, computed with the ωB97M-V functional and the def2-TZVPD basis.

Multiplicity ... 1
E_LUMO ... 2.890 eV
HOMO-LUMO gap ... 7.55 eV
Largest force on an atom ... 7.354 eV/A
Total charge ... -1

Geometry (Å):
C 0.70 1.15 -1.73
H 0.53 -0.84 -2.61
H -0.88 2.03 -2.96
C 0.21 1.96 -2.94
F 4.38 -2.79 4.69
H 2.67 2.08 -1.69
H 0.70 2.75 -0.26
O 0.45 -2.26 -0.60
H 0.47 -2.48 2.47
C 0.36 -1.06 -0.51
C 2.24 1.08 -1.75
C 0.44 0.93 0.79
H 0.44 -1.77 4.16
O 2.32 -2.93 6.14
H 2.82 -3.10 2.81
O 0.59 1.49 1.85
H 2.61 0.51 -0.90
H 0.53 1.51 -3.88
N 0.49 -0.44 0.70
H -0.97 -0.24 -1.94
O 3.06 -0.70 5.17
H 0.61 2.98 -2.91
H -0.86 2.01 -0.48
S 3.06 -2.18 5.11
C 0.11 -0.28 -1.77
C 0.98 -2.28 3.39
H 2.60 0.61 -2.66
C 0.21 1.79 -0.42
C 2.24 -2.59 3.56

Results of the Mulliken charge analysis, in e, for atoms 1 through 6:
1 C 1.825
2 H 0.334
3 H 0.415
4 C -2.091
5 F -0.152
6 H 0.412

2 unconnected molecules or ions with the total composition C4H6N3O in a non-equilibrium geometry, computed with the ωB97M-V functional and the def2-TZVPD basis.

Multiplicity ... 1
Energy relative to the best compared isomer or geometry (same formula, charge and spin) ... 72.4 kcal/mol
E_LUMO ... 4.069 eV
HOMO-LUMO gap ... 6.47 eV
Largest force on an atom ... 5.664 eV/A
Total charge ... -1

Geometry (Å):
O -1.69 1.15 1.65
N -0.49 1.57 1.44
H 0.70 -1.93 -1.84
N 0.69 -0.32 -0.66
N 0.93 -1.61 -0.97
H 0.72 -3.43 0.19
H 0.24 -1.71 2.29
C -0.27 2.27 0.16
C 0.39 -1.52 1.24
H 0.74 2.32 0.09
H -0.73 1.75 -0.75
H -0.70 3.35 0.19
C 0.73 -2.39 0.25
C 0.40 -0.17 0.57

Results of the Mulliken charge analysis, in e, for atoms 1 through 6:
1 O -0.543
2 N -0.134
3 H 0.252
4 N -0.532
5 N -0.073
6 H 0.441

C2H3BrClN in the gas phase in a non-equilibrium geometry, computed with the ωB97M-V functional and the def2-TZVPD basis.

Multiplicity ... 3
Energy relative to the best compared isomer or geometry (same formula, charge and spin) ... 68.1 kcal/mol
E_LUMO (alpha / beta) ... 0.740 / -4.254 eV
HOMO-LUMO gap (alpha / beta) ... 5.68 / 6.37 eV
Largest force on an atom ... 6.997 eV/A
Expectation value of S² ... 2.007

Geometry (Å):
H -0.83 0.64 1.34
C 0.52 -0.35 -0.14
Cl 2.04 0.04 -1.13
N -0.74 -0.07 -0.91
H -0.02 1.67 0.11
H -1.30 -0.87 -0.61
C -0.35 0.68 0.28
Br 0.68 -1.74 1.06

Results of the Mulliken charge analysis, in e, for atoms 1 through 6:
1 H 0.269
2 C 0.332
3 Cl -0.255
4 N -0.440
5 H 0.274
6 H 0.274

C8H6BrIO2 in the gas phase in a non-equilibrium geometry, computed with the ωB97M-V functional and the def2-TZVPD basis.

Multiplicity ... 1
Energy relative to the best compared isomer or geometry (same formula, charge and spin) ... 73.0 kcal/mol
E_LUMO (alpha / beta) ... -0.734 / -1.727 eV
HOMO-LUMO gap (alpha / beta) ... 7.27 / 5.22 eV
Largest force on an atom ... 3.454 eV/A

Geometry (Å):
H 0.00 -2.91 -2.92
C 0.22 -1.94 -2.64
C -0.90 0.12 -0.04
H -1.67 -0.38 0.63
C -0.88 1.66 1.69
C 0.82 0.08 -1.94
C 0.02 0.87 2.59
O -0.79 1.37 0.33
C 1.05 -0.94 -2.91
H 1.73 -1.09 -3.73
H -1.94 1.30 1.96
O -0.60 -1.71 -1.62
I 0.34 2.06 4.47
C -0.27 -0.46 -1.19
C 0.50 -0.26 2.31
Br 1.50 -1.56 3.05
H 1.44 0.98 -1.91
H -0.57 2.80 1.90

Results of the Mulliken charge analysis, in e, for atoms 1 through 6:
1 H 0.519
2 C -0.192
3 C -0.175
4 H 0.379
5 C -0.411
6 C -0.517